Record 1
ORCA calculation (ωB97M-V with the def2-TZVPD basis set) on 10 unconnected molecules or ions with the total composition F6H18O9P at a distorted geometry.

Last column: natural (NBO) charge in e.
Element x y z (Å)
P: 0.30863 0.56603 0.16725  2.5971
F: 0.35408 2.19681 0.20372  -0.5809
F: 1.55839 0.31900 -0.85415  -0.5856
F: 1.35120 0.34600 1.43257  -0.5898
F: -0.00206 -1.02009 0.11860  -0.6142
F: -1.00342 0.61641 1.10146  -0.5983
F: -0.65379 0.63716 -1.21802  -0.6166
O: -1.23404 2.80857 -2.55505  -0.9548
H: -0.65335 2.08426 -2.78829  0.4817
H: -1.48374 2.63335 -1.64775  0.4717
O: -2.77404 -2.15646 0.43342  -0.9447
H: -2.03937 -1.64339 0.76994  0.4801
H: -2.53600 -3.06529 0.61675  0.4687
O: -1.94284 -3.12121 -2.19089  -0.9695
H: -1.95070 -2.39983 -1.56178  0.4974
H: -2.85020 -3.42472 -2.21934  0.4758
O: -1.75401 3.71526 1.80554  -0.9515
H: -2.44197 3.49725 1.17673  0.4643
H: -0.96376 3.31215 1.44604  0.4853
O: 0.19787 -1.79841 -3.33875  -0.9603
H: 0.54205 -1.10400 -2.77700  0.4692
H: -0.39997 -2.28913 -2.77481  0.4811
O: 2.62415 -0.59016 3.78627  -0.9488
H: 2.24221 -0.71292 2.91720  0.4852
H: 3.44316 -0.12186 3.62451  0.4616
O: -2.37924 -0.89221 3.22961  -0.9433
H: -2.48989 0.00740 3.53732  0.4701
H: -1.82461 -0.81385 2.45342  0.4706
O: 3.52742 2.90758 -1.68264  -0.9428
H: 3.67439 3.64152 -1.08602  0.4594
H: 2.82565 2.40190 -1.27272  0.4830
O: 3.16913 -2.15569 -0.57506  -0.9419
H: 3.28860 -2.55422 0.28699  0.4575
H: 2.27011 -1.82721 -0.56509  0.4831

Computed properties:
- energy relative to the best compared isomer or geometry (same formula, charge and spin) (kJ/mol) = 62.7
- lowest unoccupied orbital energy (eV) = 2.8
- charge = -1
- spin multiplicity = 1
- orbital gap (eV) = 10.84

Record 2
ORCA calculation (ωB97M-V with the def2-TZVPD basis set) on a molecular structure, C20H56N5O6Sr2 at a distorted geometry.

Last column: Löwdin charge in e.
Element x y z (Å)
Sr: 3.35570 -12.90499 22.51611  1.6486
Sr: 6.67649 -13.38348 21.97931  1.6596
O: 4.52911 -14.45681 21.15246  -0.6710
H: 4.13797 -15.30861 20.93129  -0.0517
C: -0.14707 -12.44222 25.62178  -0.0328
C: 1.10281 -12.81953 24.82001  -0.4160
C: 0.85692 -14.07842 24.04551  -0.1777
O: 2.13016 -14.70432 23.67171  -0.3672
C: 1.90148 -15.92513 22.93144  -0.0456
N: 1.42681 -11.72170 23.84910  -0.0741
H: -0.31192 -13.08548 26.48326  0.1034
H: -1.06792 -12.47271 25.02239  0.1057
H: -0.12209 -11.39713 25.93983  0.0961
H: 1.86310 -12.84855 25.60509  0.1517
H: 0.19500 -13.96911 23.16884  0.1309
H: 0.30957 -14.84118 24.60847  0.1547
H: 2.88685 -16.33482 22.70163  0.0842
H: 1.36886 -15.71989 21.99888  0.0921
H: 1.40330 -16.68071 23.53707  0.1208
H: 1.36207 -10.79468 24.27238  0.1033
H: 0.60122 -11.67706 23.23651  0.1036
C: -1.37957 -12.81906 18.55656  -0.0629
C: -1.22550 -14.18806 19.15539  -0.4243
C: -0.32852 -15.10870 18.32603  -0.2110
O: 0.08334 -16.21588 19.06307  -0.1851
C: 1.27438 -16.79344 18.58082  -0.0968
N: -0.81781 -14.10590 20.57791  0.0333
H: -1.52178 -12.93071 17.47528  0.0939
H: -0.47077 -12.20917 18.66771  0.0742
H: -2.21224 -12.22983 18.92672  0.0859
H: -2.23239 -14.61685 19.22100  0.1518
H: 0.54000 -14.52652 17.94724  0.1215
H: -0.84215 -15.41874 17.40538  0.1457
H: 1.43304 -17.70485 19.15055  0.0928
H: 2.12578 -16.08812 18.67072  0.0664
H: 1.22502 -17.01930 17.50796  0.1042
H: -0.73028 -15.06961 20.90008  0.0587
H: 0.15271 -13.79033 20.57591  0.0364
C: 4.63808 -18.13113 20.59271  -0.0674
C: 5.54314 -19.06071 19.81956  -0.4397
C: 6.78363 -19.38523 20.63524  -0.2039
O: 7.57439 -18.23119 20.83114  -0.2404
C: 8.90478 -18.53216 21.20764  -0.0859
N: 4.76095 -20.25645 19.48215  0.0638
H: 5.07745 -17.14305 20.78811  0.0397
H: 4.47346 -18.54178 21.59862  0.0958
H: 3.67080 -17.93738 20.12233  0.0606
H: 5.85583 -18.61082 18.87090  0.1275
H: 7.33524 -20.22088 20.17401  0.1382
H: 6.48223 -19.86005 21.59004  0.1419
H: 9.38693 -17.59853 21.49277  0.0858
H: 9.44354 -19.02243 20.39073  0.1036
H: 8.96549 -19.20860 22.06786  0.1032
H: 5.39806 -20.96462 19.12440  0.0894
H: 4.36275 -20.64461 20.33444  0.0864
C: 8.65560 -16.12744 18.40995  -0.0103
C: 8.38102 -15.07510 19.48363  -0.4057
C: 8.28936 -13.69872 18.86674  -0.1367
O: 7.85362 -12.76142 19.90942  -0.4026
C: 7.72391 -11.42605 19.43330  -0.0726
N: 7.13451 -15.35071 20.23439  -0.0178
H: 9.57208 -15.90654 17.86536  0.1051
H: 7.85742 -16.13576 17.66100  0.0844
H: 8.67342 -17.09840 18.89395  0.0687
H: 9.23602 -15.13697 20.16589  0.1444
H: 7.62922 -13.73318 18.00024  0.1288
H: 9.29957 -13.36700 18.62101  0.1535
H: 8.66442 -10.87798 19.50273  0.1131
H: 6.92757 -10.90059 19.97764  0.0842
H: 7.42223 -11.40807 18.38360  0.1109
H: 6.32009 -15.09257 19.67604  0.0346
H: 7.01113 -16.36973 20.29882  0.0592
C: 4.55923 -13.90127 15.73970  -0.0375
C: 4.13085 -14.32282 17.13344  -0.4166
C: 4.37131 -15.79574 17.37090  -0.2659
O: 3.56828 -16.59219 16.57633  -0.1632
C: 3.83746 -17.97376 16.76877  -0.0711
N: 4.90950 -13.57414 18.13864  0.0526
H: 4.47215 -12.82289 15.61494  0.0831
H: 4.00775 -14.42511 14.96014  0.0925
H: 5.59842 -14.20698 15.57093  0.0864
H: 3.06257 -14.09507 17.23319  0.1325
H: 4.08019 -15.98438 18.44355  0.0976
H: 5.45261 -16.01295 17.34667  0.1227
H: 4.90022 -18.20536 16.65479  0.0950
H: 3.27107 -18.57604 16.06311  0.1064
H: 3.47522 -18.29304 17.76201  0.0689
H: 4.91592 -14.04873 19.03370  -0.0050
H: 4.48922 -12.66236 18.28149  0.0784

Computed properties:
- energy relative to the best compared isomer or geometry (same formula, charge and spin) (kJ/mol) = 0.0
- lowest unoccupied orbital energy (eV) = -11.3
- charge = +3
- spin multiplicity = 1
- orbital gap (eV) = 4.47

Record 3
ORCA calculation (ωB97M-V with the def2-TZVPD basis set) on a molecular structure, C14H25BFeN6Si at a distorted geometry.

Last column: natural (NBO) charge in e.
Element x y z (Å)
C: -1.60583 2.19930 1.15273  0.0170
N: -1.27091 0.96589 0.71770  -0.4160
N: -2.26025 0.10034 1.19657  -0.3049
C: -3.18404 0.79272 1.87899  0.0866
C: -2.80492 2.13529 1.88483  -0.3071
B: -2.13495 -1.42830 0.99247  0.5236
N: -1.99512 -1.64534 -0.53007  -0.3026
N: -1.02734 -0.95153 -1.26595  -0.4663
C: -1.16819 -1.35120 -2.54953  0.0197
C: -2.21492 -2.28032 -2.64492  -0.2999
C: -2.71724 -2.42268 -1.34993  0.0948
Fe: 0.33358 0.28257 -0.38062  1.6899
N: -0.79061 -1.81586 1.66440  -0.3245
N: 0.38144 -1.18809 1.26899  -0.4026
C: 1.35407 -1.59959 2.08331  0.0086
C: 0.82482 -2.52299 3.00874  -0.3113
C: -0.53522 -2.62438 2.70736  0.0680
H: 2.36920 -1.23440 1.99268  0.2319
H: -1.33806 -3.19834 3.14622  0.2591
H: 1.35289 -3.03459 3.78597  0.2671
H: -3.05913 -2.03231 1.45418  0.0155
H: -3.52793 -3.01055 -0.95053  0.2626
H: -4.03054 0.27420 2.29852  0.2629
H: -2.54530 -2.77773 -3.53127  0.2705
H: -3.31667 2.94776 2.35828  0.2699
H: -0.51631 -0.98704 -3.32779  0.2278
H: -0.98800 3.05704 0.94091  0.2399
H: 2.44863 -1.41071 -2.48211  0.2932
C: 1.88443 -0.46662 -2.38156  -0.7263
H: 1.29935 -0.34399 -3.30098  0.2559
H: 1.22712 -0.55942 -1.45884  0.0456
H: 2.61962 0.34193 -2.35357  0.2395
C: 1.14226 4.36179 0.87120  -1.1287
Si: 2.30278 2.89784 0.79448  1.5902
C: 3.94529 3.54740 0.13178  -1.0433
C: 2.56378 2.14319 2.49015  -1.1105
C: 1.69278 1.55513 -0.34622  -0.9788
H: 1.73632 5.28647 0.87398  0.2815
H: 0.53922 4.34047 1.78758  0.2561
H: 0.46856 4.38945 0.00585  0.2409
H: 4.23846 4.44885 0.68497  0.2868
H: 4.74261 2.80129 0.24115  0.2566
H: 3.86729 3.81031 -0.93173  0.2542
H: 1.61067 2.03506 3.02221  0.2532
H: 3.02595 1.15026 2.41346  0.2349
H: 3.22452 2.78607 3.08998  0.2799
H: 1.51136 1.92801 -1.37988  0.2674
H: 2.54214 0.84262 -0.46604  0.2718

Computed properties:
- lowest unoccupied orbital energy (spin up / spin down) (eV) = -10.7 / -9.8
- charge = +2
- spin multiplicity = 5
- orbital gap (spin up / spin down) (eV) = 4.81 / 5.55

no.,E (eV)
1,-44322.8938
2,-43030.7912
3,-66788.3228